[1]
{
  "formula": "C30H30F3N3",
  "method": "wB97M-V/def2-TZVPD",
  "relative_energy_kcal_mol": 22.2,
  "e_tot_ev": -44217.4156,
  "e_homo_ev": -7.809,
  "total_charge": 0,
  "orbital_gap_ev": 8.5,
  "smiles": "c1cc[nH]c1.c1cc[nH]c1.c1cc[nH]c1.Fc1ccccc1.Fc1ccccc1.Fc1ccccc1",
  "species": ["C", "C", "C", "N", "C", "H", "H", "H", "H", "H", "C", "C", "C", "N", "C", "H", "H", "H", "H", "H", "C", "C", "C", "N", "C", "H", "H", "H", "H", "H", "F", "C", "C", "C", "C", "C", "C", "H", "H", "H", "H", "H", "F", "C", "C", "C", "C", "C", "C", "H", "H", "H", "H", "H", "F", "C", "C", "C", "C", "C", "C", "H", "H", "H", "H", "H"],
  "coordinates": [[5.487, 7.862, 14.452], [5.178, 8.363, 13.209], [6.252, 8.199, 12.386], [7.300, 7.689, 13.155], [6.813, 7.459, 14.428], [4.719, 7.792, 15.207], [4.257, 8.784, 12.832], [6.340, 8.525, 11.360], [8.265, 7.542, 12.896], [7.494, 7.018, 15.141], [10.450, 7.332, 12.048], [10.635, 7.207, 13.414], [10.592, 8.460, 13.882], [10.566, 9.368, 12.866], [10.430, 8.673, 11.682], [10.258, 6.538, 11.341], [10.768, 6.285, 13.960], [10.636, 8.819, 14.900], [10.608, 10.369, 12.990], [10.129, 9.150, 10.761], [11.494, 12.501, 13.975], [10.565, 12.339, 12.939], [9.414, 11.903, 13.491], [9.522, 11.906, 14.844], [10.797, 12.288, 15.191], [12.513, 12.843, 13.870], [10.838, 12.375, 11.894], [8.446, 11.833, 13.016], [8.804, 11.834, 15.550], [11.137, 12.326, 16.215], [8.745, 9.135, 18.121], [9.593, 8.133, 17.775], [10.876, 8.457, 17.344], [11.752, 7.463, 16.977], [11.284, 6.161, 16.926], [9.952, 5.817, 17.242], [9.122, 6.839, 17.678], [11.281, 9.454, 17.435], [12.771, 7.711, 16.718], [11.992, 5.372, 16.719], [9.609, 4.793, 17.259], [8.180, 6.598, 18.147], [5.183, 10.463, 9.247], [6.067, 11.304, 9.792], [7.443, 11.017, 9.689], [8.388, 11.955, 10.168], [7.939, 13.133, 10.687], [6.556, 13.452, 10.845], [5.606, 12.500, 10.398], [7.684, 10.148, 9.095], [9.446, 11.816, 9.996], [8.738, 13.775, 11.026], [6.317, 14.380, 11.341], [4.562, 12.770, 10.450], [9.906, 7.153, 8.836], [8.596, 6.932, 8.541], [8.111, 7.092, 7.228], [6.752, 7.011, 6.995], [5.912, 6.544, 7.982], [6.363, 6.266, 9.288], [7.700, 6.582, 9.580], [8.801, 7.488, 6.498], [6.343, 7.335, 6.049], [4.871, 6.409, 7.728], [5.645, 6.096, 10.077], [8.163, 6.478, 10.550]],
  "forces_ev_per_angstrom": [[0.2555, -0.5209, 1.5132], [-0.4677, 0.2743, -2.0882], [1.3512, 0.3536, 0.2537], [-1.6054, 0.2079, 0.0384], [0.1148, 0.1260, -0.5613], [0.5337, -0.1226, 0.4572], [-0.1431, -0.1082, 0.3254], [0.3546, -0.1827, 0.0748], [-0.0337, 0.0481, -0.1940], [-0.2991, 0.0636, 0.1906], [-0.2128, 0.0442, -2.7992], [-0.3373, -1.3483, 0.2647], [0.9818, 2.2414, 1.8076], [-0.4274, -1.2223, -0.4787], [-0.3449, -0.4632, 1.0907], [0.3543, -0.0802, 0.0304], [-0.2169, 0.1787, 0.1070], [0.1721, -0.0378, -0.1373], [-0.1117, -0.3306, -0.1030], [0.3937, -0.0380, 0.0068], [-0.3510, 0.4609, 2.2606], [1.2869, -0.1400, -0.5924], [-2.5552, 1.0948, -0.0043], [0.9825, 0.3620, 0.8078], [0.9821, -0.0822, -1.7888], [-0.0403, -0.1727, 0.1184], [-0.3469, 0.1601, -0.0251], [0.0668, -0.4748, 0.0788], [-0.1608, -0.3054, -0.5328], [-0.1246, 0.0181, -0.1166], [0.3089, -0.3622, 0.2233], [0.3497, 0.3332, -1.2826], [-0.0739, 0.6419, 0.9888], [-0.5634, -0.5874, -0.0808], [-0.2476, -1.0298, 0.0246], [1.2644, 1.1061, 0.2074], [-0.3434, -0.2648, 0.8808], [-0.3876, 0.3044, -0.0723], [0.0385, -0.0867, 0.0010], [-0.0189, -0.1362, -0.2672], [0.0699, -0.0169, -0.1186], [-0.3746, 0.1009, -0.3781], [-0.1210, -0.1712, 0.0646], [1.2279, 1.4856, 0.7285], [-0.9714, 0.6654, -0.1242], [-1.3297, -1.2238, -1.2453], [-0.7172, 0.8832, 0.8614], [1.2247, -1.9273, -0.5833], [1.1652, 0.5110, -0.0783], [0.3403, -0.2408, 0.2104], [0.0419, -0.2447, 0.1196], [-0.3283, 0.5880, 0.1534], [-0.3965, -0.0193, -0.1737], [-0.1543, -0.3773, -0.0265], [-0.7265, -0.1286, -0.2875], [-1.7485, -0.4008, -0.1506], [1.2695, 0.9900, 1.2541], [0.2118, -0.3396, 0.0461], [-0.4290, -0.4096, 0.7702], [0.7022, 1.6067, -0.9403], [1.0097, -0.5008, -0.8514], [0.0161, -0.1509, -0.2536], [0.0480, -0.2230, -0.1597], [-0.1606, 0.0436, 0.1811], [0.1232, -0.4199, 0.0701], [-0.3708, -0.0023, 0.2841]]
}


[2]
{
  "formula": "C30H30FN3O5S",
  "method": "wB97M-V/def2-TZVPD",
  "relative_energy_kcal_mol": 0.0,
  "e_tot_ev": -59859.1614,
  "e_homo_ev": -8.868,
  "total_charge": 0,
  "orbital_gap_ev": 8.5,
  "smiles": "O=C(NC1CCCCC1)[C@H](c1ccc(F)cc1)N(Cc1ccccc1)C(=O)CN1C(=O)c2ccccc2S1(=O)=O",
  "species": ["O", "C", "N", "C", "C", "C", "C", "C", "C", "C", "C", "C", "C", "C", "F", "C", "C", "N", "C", "C", "C", "C", "C", "C", "C", "C", "O", "C", "N", "C", "O", "C", "C", "C", "C", "C", "C", "S", "O", "O", "H", "H", "H", "H", "H", "H", "H", "H", "H", "H", "H", "H", "H", "H", "H", "H", "H", "H", "H", "H", "H", "H", "H", "H", "H", "H", "H", "H", "H", "H"],
  "coordinates": [[2.867, 1.540, 1.095], [2.430, 1.231, 0.003], [3.082, 0.454, -0.872], [4.377, -0.138, -0.595], [5.074, -0.470, -1.914], [4.383, -1.620, -2.647], [4.288, -2.852, -1.752], [3.536, -2.513, -0.469], [4.255, -1.394, 0.277], [1.043, 1.658, -0.537], [0.542, 3.023, -0.125], [1.235, 3.868, 0.732], [0.736, 5.123, 1.041], [-0.463, 5.522, 0.484], [-0.956, 6.744, 0.784], [-1.175, 4.701, -0.373], [-0.664, 3.454, -0.678], [0.089, 0.594, -0.184], [-0.649, 0.720, 1.057], [-0.475, -0.425, 2.024], [0.703, -1.158, 2.071], [0.853, -2.187, 2.983], [-0.171, -2.488, 3.865], [-1.341, -1.750, 3.835], [-1.492, -0.724, 2.920], [-0.008, -0.436, -1.040], [0.712, -0.529, -2.027], [-1.007, -1.556, -0.760], [-2.364, -1.079, -0.665], [-3.284, -1.611, 0.192], [-3.048, -2.431, 1.047], [-4.611, -1.006, -0.093], [-5.761, -1.217, 0.653], [-6.934, -0.591, 0.256], [-6.958, 0.228, -0.864], [-5.806, 0.439, -1.615], [-4.650, -0.188, -1.211], [-3.023, -0.151, -1.935], [-2.447, 1.156, -1.898], [-2.947, -0.888, -3.151], [2.573, 0.099, -1.673], [4.950, 0.617, -0.042], [6.106, -0.751, -1.696], [5.095, 0.419, -2.548], [4.945, -1.858, -3.552], [3.377, -1.325, -2.953], [3.776, -3.656, -2.283], [5.293, -3.201, -1.502], [2.519, -2.203, -0.720], [3.467, -3.396, 0.170], [3.731, -1.137, 1.199], [5.260, -1.724, 0.548], [1.100, 1.648, -1.634], [2.164, 3.546, 1.174], [1.268, 5.785, 1.705], [-2.108, 5.041, -0.794], [-1.211, 2.801, -1.341], [-0.279, 1.628, 1.544], [-1.713, 0.874, 0.841], [1.504, -0.922, 1.389], [1.773, -2.753, 3.004], [-0.056, -3.294, 4.574], [-2.143, -1.977, 4.521], [-2.408, -0.150, 2.899], [-0.770, -2.082, 0.170], [-0.926, -2.252, -1.604], [-5.722, -1.859, 1.520], [-7.839, -0.744, 0.823], [-7.880, 0.704, -1.160], [-5.811, 1.070, -2.490]],
  "forces_ev_per_angstrom": [[0.0932, -0.0172, 0.4505], [-0.4127, 0.2340, -0.5193], [0.2994, -0.3694, -0.4122], [0.4012, 0.1032, 0.3597], [-0.2033, 0.0764, -0.0232], [0.3000, -0.1008, 0.0793], [-0.3233, 0.0521, -0.0940], [0.3213, -0.1183, 0.1041], [-0.2507, 0.1204, -0.0581], [0.2585, 0.0621, -0.1956], [0.1061, 0.0159, -0.0381], [0.0225, -0.0273, -0.0264], [-0.2567, 0.2339, -0.0732], [0.0850, -0.1018, 0.0432], [0.0384, -0.1196, -0.0370], [-0.0095, 0.1688, 0.0711], [0.1632, 0.0157, 0.0934], [0.0860, 0.3332, 0.1129], [-0.2542, 0.0245, 0.3466], [-0.0053, -0.0002, 0.1308], [-0.0512, 0.0500, 0.0278], [0.0638, -0.0113, -0.0521], [-0.0457, -0.0538, 0.0915], [-0.0040, 0.0016, 0.0895], [0.1730, 0.1039, -0.0651], [0.1598, -0.2978, -0.0065], [-0.0708, -0.2286, -0.2780], [0.2731, -0.3018, -0.4884], [-0.1666, 0.5868, -0.6067], [-0.4370, -0.2958, 0.5127], [-0.0367, 0.0438, -0.1976], [-0.5271, 0.0063, 0.1015], [0.2213, 0.0295, -0.1328], [0.0487, -0.0514, 0.0658], [0.1818, 0.0239, -0.1184], [-0.0198, 0.1476, -0.2046], [0.6417, -0.3947, 0.3234], [-0.2262, -0.1312, 0.3417], [-0.1444, 0.0773, 0.0793], [-0.0982, -0.2160, -0.0988], [-0.1493, 0.2217, 0.1303], [-0.0558, -0.1292, -0.1184], [0.0479, 0.0112, 0.0051], [0.0829, 0.0442, 0.0243], [-0.0877, 0.0443, -0.0635], [-0.0726, -0.0046, -0.1173], [0.0677, -0.0672, -0.0143], [0.0582, -0.0621, -0.0049], [-0.1012, -0.0135, 0.0133], [-0.0899, -0.0031, 0.0133], [0.0600, 0.0385, 0.0645], [0.0604, -0.0173, 0.0570], [0.0116, -0.0313, 0.2812], [0.0134, -0.0260, 0.0034], [0.0334, 0.0895, 0.0663], [-0.0993, 0.0654, -0.0360], [0.0066, 0.0168, -0.0391], [-0.1451, -0.1299, -0.1112], [0.1286, 0.0838, 0.1286], [0.1435, 0.0197, -0.1013], [0.0903, -0.0537, 0.0067], [0.0044, -0.0731, 0.0608], [-0.0824, -0.0380, 0.0599], [-0.1285, 0.0377, -0.0280], [-0.1185, 0.1174, -0.1557], [0.1178, 0.1197, 0.1868], [0.0073, -0.0673, 0.0763], [-0.0722, -0.0064, 0.0453], [-0.0601, 0.0467, -0.0354], [-0.0656, 0.0920, -0.0966]]
}